Entry 1:
Molecular formula: C22H26Cl2F3N3O11P2
Method: DFT, the ωB97M-V functional and the def2-TZVPD basis

The SMILES is COCc1c(C[C@@H](C)Cl)c([PH2]=N)c(P(O)Cl)c2nccnc12.O=C1OC[C@@H](F)O1.O=C1OC[C@@H](F)O1.O=C1OC[C@@H](F)O1. For the HOMO energy, the calculation gives -8.28 eV. The maximum force is 5.96 eV/A. The HOMO-LUMO gap is 6.233 eV. Its spin multiplicity is 1.

Last column: Löwdin charge in e.
Positions of all 69 atoms, in Å:
C1 5.399 0.666 -5.078  -0.322
P1 -2.938 -1.513 5.231  0.608
H1 6.738 2.067 -4.122  0.134
O1 3.805 -5.091 -1.584  0.176
C2 4.923 2.133 -6.659  -0.530
O2 5.728 2.801 -5.785  0.079
Cl1 -1.020 -0.994 6.041  0.133
O3 -1.846 1.485 -1.320  -0.228
C3 -2.932 -1.037 3.397  -0.295
H2 -3.883 -3.580 5.141  0.054
C4 -2.641 -2.039 2.200  -0.158
O4 3.330 -2.941 -1.060  0.132
H3 -3.898 1.100 -1.181  0.122
O5 4.604 2.553 -7.732  0.174
H4 -5.929 0.559 1.095  0.087
C5 3.012 -4.248 -1.288  -0.528
O6 -3.030 -3.205 5.451  -0.395
N1 -2.407 -3.408 2.560  0.072
H5 5.092 -0.403 -0.605  0.142
C6 2.104 -2.241 -1.110  -0.321
C7 -6.038 1.583 1.594  -0.119
O7 4.532 0.925 -6.162  0.140
C8 -3.236 0.477 3.084  -0.245
C9 5.753 2.034 -4.589  -0.080
Cl2 -5.767 4.381 0.978  0.506
H6 6.027 0.057 0.833  0.147
C10 -2.616 -1.538 0.740  -0.114
C11 -0.575 1.114 -0.726  -0.097
O8 4.747 2.311 -1.070  0.130
O9 1.674 -4.472 -1.144  0.077
P2 -3.588 1.663 4.547  0.684
H7 -2.022 -5.342 1.586  0.112
H8 1.937 -1.865 -2.124  0.180
H9 -2.329 1.780 5.250  -0.008
F1 6.576 1.216 -1.782  0.070
H10 -5.724 1.562 2.689  0.053
C12 -3.554 2.534 1.212  -0.176
H11 5.017 2.434 -3.885  0.141
H12 0.120 -3.092 -1.089  0.109
O10 2.793 2.648 0.021  0.170
C13 1.108 -3.261 -0.662  -0.080
F2 2.164 -1.204 -0.241  0.076
C14 -3.231 1.014 1.605  -0.126
H13 1.017 -3.312 0.427  0.151
N2 -4.770 1.166 5.510  -0.350
F3 4.715 -0.027 -4.134  0.068
C15 -2.163 -3.682 -0.027  -0.094
H14 -0.455 1.707 0.242  0.104
C16 5.903 1.605 -0.671  -0.314
H15 6.538 2.255 -0.062  0.178
H16 -3.442 3.264 2.097  0.079
H17 -2.867 -0.277 -1.814  0.125
H18 6.254 0.076 -5.423  0.178
C17 -2.899 0.539 -1.015  -0.177
O11 4.162 0.955 0.635  0.072
H19 0.244 1.509 -1.442  0.106
C18 5.349 0.425 0.062  -0.062
H20 -7.134 1.912 1.469  0.083
C19 -2.190 -4.230 1.422  -0.058
C20 -2.905 0.000 0.489  -0.031
C21 -5.120 2.647 0.766  -0.654
H21 -5.140 0.280 5.131  -0.063
H22 -5.288 2.400 -0.334  0.085
H23 -1.975 -4.448 -0.869  0.120
N3 -2.353 -2.332 -0.428  0.083
H24 -0.400 -0.009 -0.623  0.084
H25 -3.965 2.982 4.083  0.008
C22 3.805 2.027 -0.125  -0.528
H26 -2.901 2.948 0.375  0.118

Forces on the atoms, in the same order (eV/Å):
C -0.4 -0.4 0.3
P -1.1 -0.6 0.8
H -0.1 0.1 -0.2
O -0.7 0.8 0.3
C -0.4 0.9 -1.5
O -0.3 -0.5 -0.4
Cl -0.7 -0.8 -1.0
O 0.0 -1.3 1.0
C 0.6 2.0 -3.6
H 0.7 0.5 0.1
C -0.1 0.8 0.1
O -0.5 -0.3 -0.4
H 1.7 -0.8 0.3
O 0.2 -0.4 1.0
H 0.0 1.4 0.9
C 1.0 -1.5 -0.3
O 0.5 1.4 -0.8
N 0.1 0.5 -5.1
H 0.1 0.2 -0.1
C 0.2 0.5 0.3
C -0.1 1.1 -0.9
O 0.6 0.3 0.0
C 1.2 -2.5 -2.0
C 0.6 0.5 0.7
Cl 0.7 -1.4 0.0
H -0.2 0.1 0.1
C -0.5 2.1 0.8
C 1.2 1.0 -0.7
O 0.1 -0.1 0.6
O 0.6 0.3 -0.1
P -1.5 -1.3 1.0
H -0.2 1.7 -0.2
H 0.1 0.1 0.1
H -0.5 0.3 -0.8
F 0.2 0.1 -0.1
H -0.7 -0.1 -1.4
C -1.0 0.2 0.2
H 0.0 -0.3 0.0
H 0.2 -0.1 -0.1
O 0.9 -0.6 -0.2
C -1.0 -0.2 0.1
F 0.1 0.2 -0.1
C 1.3 -3.6 -0.6
H 0.1 0.2 0.0
N 0.8 -0.1 -1.5
F 0.0 -0.2 0.0
C -0.4 1.1 0.8
H 0.0 -1.2 -1.0
C 0.2 0.0 -0.5
H 0.1 0.0 -0.2
H 0.0 -1.4 -1.3
H 0.0 0.7 1.5
H -0.1 -0.1 0.1
C -0.9 0.1 -0.1
O 0.0 0.7 -0.4
H -1.3 -0.6 1.1
C 0.2 -0.9 0.5
H 1.7 -0.5 0.4
C -0.4 3.0 0.0
C -0.4 0.3 2.2
C -0.3 -1.6 0.3
H 0.1 0.6 0.6
H 0.5 0.6 1.5
H -0.3 1.4 1.4
N 0.0 -3.1 5.1
H -0.5 1.4 0.1
H 1.0 -0.7 -0.1
C -1.7 0.5 0.4
H -0.7 -0.9 1.1



Entry 2:
Molecular formula: C22H26ClIrNPPb
Method: DFT, the ωB97M-V functional and the def2-TZVPD basis

As for the relative energy (zero: lowest compared OMol25 entry of this formula, charge and spin): 14.1 kcal/mol. For the HOMO energy (alpha / beta), the calculation gives -4.79 / -7.02 eV. The expectation value of S² is 6.048. The maximum force is 2.65 eV/A. The HOMO-LUMO gap (alpha / beta) is 4.764 / 3.924 eV. Its spin multiplicity is 5.

Last column: Löwdin charge in e.
Positions of all 53 atoms, in Å:
H1 -6.694 1.720 3.130  0.108
H2 0.631 -0.056 -3.935  -0.019
H3 1.348 -3.909 -1.499  -0.012
C1 -3.409 1.649 4.009  -0.342
H4 -2.617 2.286 5.928  0.120
H5 1.985 -1.271 -3.828  0.003
C2 -3.506 2.152 5.314  -0.104
H6 -6.884 2.588 5.453  0.107
C3 -0.824 5.172 3.166  -0.072
N1 -2.006 0.785 1.743  -0.362
Ir1 0.313 -1.634 -1.938  0.903
C4 -1.552 4.006 3.416  -0.073
C5 0.655 -1.649 4.842  -0.069
C6 -0.888 2.766 3.465  -0.312
C7 1.227 3.898 3.134  -0.083
C8 -4.760 2.499 5.828  -0.071
H7 -2.922 -0.331 5.570  0.100
C9 0.894 -1.116 -3.756  -0.391
C10 -5.803 1.842 3.744  -0.067
H8 0.357 -1.775 -4.466  -0.011
H9 -2.631 4.056 3.578  0.108
C11 0.516 2.724 3.399  -0.113
C12 -1.878 2.508 -1.318  -0.281
C13 1.762 -2.884 -1.456  -0.385
H10 2.126 -2.660 -0.437  -0.020
H11 1.039 1.777 3.541  0.088
C14 -1.135 -0.069 4.366  -0.261
Cl1 -1.553 -2.893 -2.221  -0.195
Pb1 -0.572 1.413 0.172  1.194
H12 -1.962 -2.112 6.985  0.109
H13 1.656 -2.032 4.634  0.111
H14 1.461 0.715 -1.792  -0.035
H15 -2.677 3.015 -0.756  -0.016
P1 -1.828 1.216 3.274  0.756
H16 1.787 -0.250 -0.261  -0.048
C15 0.566 5.123 2.989  -0.072
H17 2.315 3.849 3.053  0.110
H18 1.137 6.026 2.754  0.109
H19 -1.342 6.129 3.114  0.107
C16 -1.898 -0.658 5.392  -0.071
C17 -1.371 -1.693 6.168  -0.068
C18 0.125 -0.618 4.063  -0.089
H20 0.674 -0.266 3.186  0.095
H21 2.576 -2.772 -2.191  0.001
C19 -4.555 1.485 3.226  -0.067
H22 -4.439 1.099 2.214  0.096
C20 -0.098 -2.196 5.883  -0.073
H23 0.304 -3.031 6.452  0.107
H24 -1.252 3.246 -1.837  -0.012
C21 -5.907 2.324 5.050  -0.076
C22 1.061 -0.045 -1.078  -0.568
H25 -4.839 2.884 6.843  0.107
H26 -2.291 1.773 -2.024  -0.002

Forces on the atoms, in the same order (eV/Å):
H 0.2 0.0 0.2
H 0.4 -0.3 -0.5
H 0.4 0.3 0.1
C -0.6 -0.1 0.0
H -0.1 0.0 -0.1
H -0.4 0.1 0.0
C -0.5 0.1 -0.1
H 0.2 -0.1 -0.1
C 0.2 0.0 0.1
N 0.1 0.1 0.1
Ir -1.3 0.9 0.9
C 0.3 -0.1 -0.2
C -0.2 0.1 -0.1
C 0.4 0.0 0.1
C 0.1 0.0 0.2
C 0.3 -0.2 -0.1
H 0.4 0.0 0.0
C -0.5 1.3 -2.3
C 0.1 -0.1 0.1
H 0.4 0.4 0.0
H 0.4 0.0 -0.2
C -0.3 0.5 -0.2
C -0.6 0.2 -0.3
C 1.2 -1.6 1.7
H 0.3 -0.5 -0.3
H -0.1 0.4 -0.2
C 0.1 -0.7 -0.2
Cl -0.9 -0.6 0.0
Pb 0.8 -0.2 0.3
H 0.2 0.1 -0.3
H -0.4 0.0 0.0
H -0.2 -0.1 0.6
H 0.3 -0.2 -0.2
P -0.1 0.2 0.1
H -0.5 0.6 -0.1
C -0.2 -0.5 0.1
H -0.4 0.1 0.0
H -0.3 -0.3 0.1
H 0.1 -0.2 0.0
C 0.1 0.1 0.0
C 0.2 0.0 -0.3
C -0.1 0.0 0.2
H -0.1 -0.1 0.3
H -0.2 0.0 0.3
C -0.1 0.2 0.3
H -0.1 0.1 0.2
C -0.1 0.3 0.0
H -0.1 0.2 0.0
H -0.1 -0.3 0.2
C 0.1 0.1 -0.3
C 0.8 -0.2 -0.1
H 0.0 -0.1 -0.2
H 0.2 0.2 0.3



Entry 3:
Molecular formula: C22H26ClIrReSi
Method: DFT, the ωB97M-V functional and the def2-TZVPD basis

For the HOMO energy (alpha / beta), the calculation gives -6.03 / -8.41 eV. The expectation value of S² is 15.777. The maximum force is 5.19 eV/A. The HOMO-LUMO gap (alpha / beta) is 6.302 / 5.545 eV. Its spin multiplicity is 8.

Last column: Löwdin charge in e.
Positions of all 52 atoms, in Å:
C1 2.444 -3.862 -3.050  -0.389
C2 2.833 1.802 3.674  -0.090
H1 -3.177 3.790 -1.850  0.100
H2 1.031 4.294 -2.636  0.103
C3 0.207 3.737 -2.183  -0.085
C4 -2.148 3.457 -1.740  -0.081
C5 -2.507 -0.923 1.161  -0.121
H3 1.178 3.115 0.985  0.096
C6 -1.105 4.203 -2.301  -0.090
H4 -3.620 1.782 3.727  0.101
H5 -4.315 -1.969 1.711  0.102
H6 1.917 -4.528 -3.758  0.011
C7 1.527 2.375 1.709  -0.086
H7 2.806 -0.280 4.247  0.104
H8 -0.145 -5.405 -2.729  0.005
H9 2.122 0.336 -2.100  0.000
C8 -3.696 -1.085 1.878  -0.086
C9 -2.131 1.193 2.274  -0.088
H10 -5.022 -0.252 3.371  0.101
C10 1.101 1.046 1.606  -0.291
H11 1.309 -0.963 2.365  0.057
H12 2.716 3.786 2.839  0.101
H13 3.029 -0.437 -0.800  0.022
Cl1 0.501 -3.301 0.898  -0.009
C11 1.593 0.089 2.497  -0.118
C12 -1.876 2.286 -1.022  -0.084
H14 -0.047 -0.917 -3.154  -0.006
H15 -1.037 -2.380 -2.609  -0.023
H16 2.835 -1.292 -2.353  -0.020
C13 -0.172 -5.044 -1.686  -0.413
Ir1 1.312 -3.762 -1.462  1.029
C14 -0.226 -1.675 -2.379  -0.322
H17 0.026 -5.895 -1.004  0.007
H18 -2.169 -1.689 0.456  0.068
H19 3.490 2.099 4.494  0.102
C15 -1.735 0.224 1.345  -0.309
C16 2.445 0.468 3.538  -0.083
C17 2.335 -0.633 -1.629  -0.341
H20 3.382 -4.350 -2.721  0.001
Si1 -0.161 0.428 0.330  0.621
C18 -4.098 -0.119 2.804  -0.092
H21 -1.157 -4.598 -1.478  -0.002
H22 -1.322 5.137 -2.825  0.102
H23 -1.517 2.083 2.425  0.109
H24 2.653 -2.897 -3.532  -0.013
H25 1.500 2.169 -1.434  0.090
C19 -3.313 1.024 3.006  -0.080
Re1 0.779 -1.553 -0.768  0.678
H26 -2.687 1.697 -0.587  0.102
C20 0.477 2.558 -1.478  -0.127
C21 -0.551 1.878 -0.819  -0.282
C22 2.389 2.752 2.748  -0.080

Forces on the atoms, in the same order (eV/Å):
C 1.9 0.1 -1.3
C -0.1 0.0 -0.3
H 0.2 0.0 0.0
H -0.3 -0.2 0.1
C 0.1 -0.1 0.0
C 0.2 -0.2 0.0
C -0.5 0.1 0.3
H 0.1 -0.2 0.3
C 0.0 -0.3 0.2
H 0.1 -0.2 -0.2
H 0.2 0.2 0.1
H 0.2 0.2 0.2
C 0.2 0.0 0.4
H -0.1 0.2 -0.2
H -0.2 0.0 0.3
H 0.1 -0.2 -0.1
C -0.1 0.0 0.0
C -0.5 -0.2 0.2
H 0.3 0.0 -0.2
C 0.2 -0.3 -0.6
H 0.1 0.4 0.3
H -0.1 -0.2 0.0
H 0.2 0.0 -0.1
Cl 0.2 -0.1 0.6
C 0.3 0.1 0.4
C 0.1 0.5 -0.1
H -0.1 -0.4 -0.1
H -0.1 0.5 0.3
H 0.0 0.3 0.1
C -2.2 -2.0 -0.5
Ir 0.7 -2.2 0.5
C -1.9 -0.3 -2.9
H -0.2 0.3 -0.2
H -0.2 0.2 0.2
H -0.2 -0.1 -0.2
C 0.3 -0.5 -0.2
C -0.1 -0.1 0.0
C 1.1 1.1 -0.4
H -0.1 0.2 -0.5
Si -0.9 1.4 0.4
C 0.2 0.1 -0.1
H 0.2 -0.3 0.0
H 0.1 -0.3 0.1
H -0.2 -0.2 0.0
H 0.1 -0.4 0.0
H -0.3 0.4 0.1
C 0.2 -0.1 -0.2
Re 0.8 2.9 4.2
H 0.2 0.3 -0.1
C -0.1 0.5 -0.2
C 0.1 -0.5 -0.4
C -0.1 -0.2 -0.1